Below is the ion C16H14BCl4O2 with charge -1 at a distorted geometry, with properties calculated with ωB97M-V with the def2-TZVPD basis set.

* maximum force: 2.11 eV/A
* E_tot: -2634.47158 a.u.
* LUMO: 2.72 eV

```
! RIJCOSX wB97M-V def2-TZVPD def2/J DEFGRID3
* xyz -1 1
Cl -1.647 -1.248 -3.588
B -1.760 0.296 -2.530
Cl -1.589 1.868 -3.533
Cl -3.555 0.327 -1.792
O -0.774 0.240 -1.525
C -1.005 0.661 -0.216
C -1.507 -0.519 0.639
C -2.128 -0.216 1.851
C -2.708 -1.226 2.622
C -2.638 -2.552 2.171
Cl -3.316 -3.804 3.122
C -1.982 -2.865 0.972
C -1.431 -1.840 0.199
H -1.826 1.408 -0.200
H -2.184 0.830 2.170
H -3.214 -0.995 3.556
H -1.916 -3.894 0.636
H -0.976 -2.075 -0.764
C -0.518 3.713 -0.472
C 0.438 2.558 -0.663
C 0.190 1.382 0.320
C 1.406 0.485 0.478
C 2.130 0.036 -0.627
C 3.410 -0.507 -0.454
C 3.893 -0.753 0.840
C 3.065 -0.516 1.946
C 1.823 0.100 1.764
O 1.275 2.519 -1.538
H -0.439 4.104 0.553
H -0.246 4.482 -1.201
H -1.551 3.392 -0.662
H -0.055 1.794 1.307
H 1.711 0.151 -1.627
H 4.022 -0.721 -1.335
H 4.907 -1.137 0.984
H 3.391 -0.781 2.956
H 1.165 0.309 2.613
*
```